1.
Molecular formula: C48H132CuN12O16S
Method: DFT, ωB97M-V/def2-TZVPD

- total charge = -1
- HOMO (eV) = -5.36
- E (Ha) = -5807.280735

Structure (XYZ):
```
210
Properties=species:S:1:pos:R:3:forces:R:3:lowdin_charge:R:1
Cu -0.92004 0.37250 -0.46406 -0.19 0.07 -0.09 0.352
S 0.93913 -1.19903 1.12594 4.93 -1.88 0.39 0.216
O 1.06698 -1.93197 2.39420 -1.02 0.81 0.16 -0.351
O 2.30867 -1.15403 0.57101 0.41 -0.11 -0.98 -0.392
O 0.07749 -1.84243 0.16047 -2.11 -1.42 -1.09 -0.366
O 0.54591 0.18652 1.23034 -2.05 3.31 0.69 -0.378
C -0.68808 3.68953 0.13885 -1.13 -0.09 0.34 -0.012
C -2.18444 3.48036 -0.37876 1.49 -0.17 0.52 -0.375
C -2.27192 3.73062 -1.87030 -0.47 0.88 0.15 -0.184
O -1.76431 5.02987 -2.13106 0.21 -0.03 -0.27 -0.211
C -2.61448 6.13250 -1.84522 0.56 0.20 -0.04 -0.106
N -2.58230 2.10879 -0.12924 0.02 -1.07 0.50 0.064
H 0.04002 2.98558 -0.26419 -0.28 -0.26 -0.49 0.058
H -0.67323 3.48389 1.20918 -0.16 -0.07 0.19 0.059
H -0.26472 4.68823 0.03179 -0.41 0.11 -0.29 0.062
H -2.86906 4.13807 0.15677 0.17 0.50 0.07 0.131
H -3.26654 3.74480 -2.31598 -0.55 -0.58 0.47 0.121
H -1.72873 2.93315 -2.37733 0.51 0.35 -0.20 0.126
H -3.41632 6.06918 -1.10960 0.15 -0.98 0.43 0.079
H -3.14240 6.48133 -2.73275 0.33 0.16 -0.37 0.080
H -1.91347 6.86377 -1.44281 -0.29 0.49 -0.31 0.086
H -2.63150 1.87303 0.85163 1.36 0.11 0.91 0.060
H -3.58753 2.04098 -0.20004 -0.47 -0.13 -1.45 0.045
C -0.94724 -1.72401 5.95742 -0.81 0.33 0.91 -0.056
C -1.40476 -2.75786 4.95253 1.01 -0.80 0.15 -0.425
C -2.76488 -3.46030 5.15676 0.96 0.23 -0.19 -0.162
O -2.69470 -4.74192 4.46745 -1.41 -0.04 0.74 -0.196
C -3.77603 -5.60965 4.89796 0.11 0.46 -0.20 -0.100
N -1.25558 -2.21843 3.60472 -1.80 -0.44 1.08 0.065
H -0.72931 -2.18044 6.92296 -0.14 -0.17 0.12 0.076
H -1.71428 -0.97187 6.14197 -0.08 0.28 -0.05 0.060
H -0.02469 -1.20881 5.68990 -0.08 -0.13 -0.50 0.084
H -0.69741 -3.56658 5.13623 0.26 -0.45 -0.27 0.115
H -3.51056 -2.75817 4.78382 -0.58 -0.38 -0.46 0.099
H -3.00370 -3.64343 6.20439 0.25 -0.01 0.25 0.117
H -4.75272 -5.20665 4.63007 -0.08 0.39 0.02 0.079
H -3.76713 -5.79708 5.97169 0.20 0.38 0.28 0.076
H -3.77996 -6.61120 4.46788 0.81 0.21 -0.55 0.078
H -0.28916 -1.99475 3.41470 0.58 0.00 -0.32 0.018
H -1.48741 -2.98157 2.98507 0.07 0.00 -0.48 0.055
C -4.55586 -3.01705 1.46790 -0.95 1.88 1.34 -0.007
C -4.54032 -1.46782 1.56162 0.15 -0.18 -1.11 -0.417
C -4.90642 -0.78852 2.86580 0.40 -1.21 0.45 -0.234
O -6.09722 -1.25253 3.44553 -1.04 0.74 0.17 -0.172
C -6.31749 -0.73282 4.76069 0.15 -0.13 -0.72 -0.094
N -3.19454 -1.04296 1.25799 0.68 -0.15 -0.25 0.067
H -4.08025 -3.28032 2.41266 0.36 -0.71 -0.16 0.064
H -4.01712 -3.35639 0.58319 -0.24 -0.08 0.10 0.071
H -5.60012 -3.31398 1.56514 0.08 -0.54 -0.43 0.075
H -5.10664 -0.96983 0.77461 -0.92 -0.49 -0.14 0.104
H -4.85736 0.26722 2.59912 -0.52 0.50 0.47 0.107
H -4.13445 -0.98517 3.60976 0.61 0.10 -0.07 0.102
H -5.57638 -1.14119 5.44778 -0.11 -0.35 0.25 0.079
H -7.34857 -0.96759 5.02498 0.21 -0.23 0.19 0.085
H -6.19804 0.34768 4.84042 -0.02 0.30 -0.41 0.078
H -2.59217 -1.78175 1.59183 0.55 0.07 -0.04 0.048
H -2.95143 -0.26976 1.86061 0.48 0.45 -0.05 0.014
C 3.79502 1.05170 -2.00754 0.71 1.09 -0.21 -0.029
C 2.34060 1.39504 -2.36055 1.59 -0.52 -2.21 -0.365
C 2.13643 1.24607 -3.97323 -0.07 0.93 1.13 -0.113
O 2.93842 2.14767 -4.87985 -1.74 -2.09 0.86 -0.222
C 2.55231 1.81194 -6.21970 -0.07 0.41 0.16 -0.128
N 1.56976 0.37958 -1.72988 -2.42 -0.25 -0.53 0.053
H 4.29219 1.90094 -1.53880 0.35 0.18 -0.28 0.062
H 4.32511 0.73789 -2.90678 0.33 0.18 0.05 0.086
H 3.90301 0.25752 -1.26882 -0.49 -0.09 -0.11 0.060
H 2.01755 2.39463 -2.06977 0.11 0.06 0.13 0.112
H 1.06662 1.34170 -4.15887 -0.22 0.82 -0.18 0.100
H 2.25310 0.19369 -4.23204 0.96 -0.19 -0.10 0.106
H 2.59640 0.73570 -6.38661 0.17 -0.06 -0.08 0.085
H 3.15040 2.34598 -6.95807 0.61 -0.13 0.33 0.078
H 1.54837 2.15543 -6.46913 -0.47 -0.10 0.41 0.081
H 1.88558 0.20140 -0.78722 0.13 0.03 0.61 0.023
H 1.82243 -0.48498 -2.18681 -0.20 -0.44 -0.03 0.065
C -7.43963 4.05395 -0.58806 0.80 0.30 -0.84 -0.063
C -7.73339 2.62039 -0.25778 0.43 -1.76 1.24 -0.414
C -6.41691 2.03697 0.34241 1.20 -0.10 -0.39 -0.150
O -5.35414 1.82608 -0.65944 -1.48 2.11 1.96 -0.243
C -5.54775 0.77436 -1.52767 0.97 -0.89 -1.07 -0.120
N -8.87791 2.44335 0.69282 1.00 0.38 -1.01 0.048
H -6.87836 4.49307 0.23672 -0.28 0.26 0.21 0.078
H -8.20809 4.74774 -0.92896 -0.44 -0.47 0.27 0.081
H -6.71239 4.02386 -1.39942 0.14 0.10 -0.12 0.079
H -7.81515 1.92532 -1.09342 -1.00 0.62 -0.54 0.119
H -6.44594 1.08740 0.87679 -0.94 -0.23 -0.02 0.109
H -6.04891 2.75168 1.07852 0.45 0.11 -0.09 0.118
H -4.79072 0.01356 -1.33743 -0.16 -0.45 0.35 0.075
H -5.24856 1.13863 -2.51047 -0.58 -0.03 -0.39 0.095
H -6.54607 0.33682 -1.52311 -0.01 0.06 -0.04 0.095
H -8.77138 1.53881 1.12933 -0.15 -0.22 0.15 0.059
H -8.72530 3.12934 1.41824 -0.19 0.12 0.33 0.060
C -0.76099 -1.52822 -3.71308 -1.07 -1.87 -0.70 -0.017
C -2.11336 -1.88925 -2.93950 0.92 0.07 -1.65 -0.404
C -2.56219 -3.37800 -2.83523 -0.56 0.09 -0.92 -0.138
O -3.92387 -3.42207 -2.31262 0.98 0.36 1.17 -0.217
C -4.65434 -4.65076 -2.23468 -0.19 0.69 -1.31 -0.101
N -2.02116 -1.32730 -1.67956 -0.62 1.20 2.92 0.027
H -0.67546 -2.26940 -4.50770 0.16 -0.11 -0.35 0.059
H 0.16371 -1.63936 -3.14679 -0.40 0.00 0.59 0.050
H -0.70490 -0.57041 -4.23034 -0.57 0.20 0.45 0.062
H -2.98018 -1.38868 -3.37093 0.11 0.05 -0.85 0.132
H -1.86656 -3.93910 -2.21125 -0.02 -0.23 0.05 0.127
H -2.61793 -3.75211 -3.85750 0.28 -0.52 -0.14 0.114
H -4.94792 -4.82043 -3.27059 -0.28 -0.65 -0.10 0.079
H -5.56719 -4.48508 -1.66253 0.13 0.41 0.06 0.082
H -4.23493 -5.57459 -1.83626 0.91 0.35 0.13 0.064
H -2.90410 -1.56193 -1.24890 -0.27 0.58 0.79 0.053
H -1.35464 -1.77956 -1.07021 0.65 -0.41 0.09 0.033
C 7.03159 0.76543 1.50046 -1.23 -0.96 -2.42 -0.026
C 5.84595 0.08441 0.63719 0.28 0.60 1.04 -0.375
C 6.20950 -1.35718 0.20823 -0.03 0.16 0.47 -0.189
O 7.36041 -1.49601 -0.59757 2.70 0.02 -0.24 -0.192
C 8.62606 -1.96848 -0.05312 -0.76 -0.34 0.39 -0.102
N 4.64199 0.06717 1.48660 0.82 -0.05 0.59 0.053
H 7.23108 0.10351 2.34317 -0.14 0.59 0.35 0.071
H 6.74872 1.80870 1.64070 -0.15 -0.31 0.91 0.036
H 7.91923 0.83314 0.87148 0.24 -0.27 -0.06 0.057
H 5.53445 0.74834 -0.16919 1.13 -0.12 -0.68 0.086
H 5.47705 -1.87279 -0.41286 -0.72 0.39 0.38 0.110
H 6.29924 -1.90984 1.14344 0.04 -0.27 0.12 0.123
H 8.68309 -1.97207 1.03539 -0.41 0.43 0.19 0.075
H 9.53579 -1.48105 -0.40368 -0.51 0.94 -0.34 0.071
H 8.85833 -3.00423 -0.30085 -0.71 -0.40 -0.39 0.067
H 3.81535 -0.25509 1.00399 -0.21 -0.85 -0.17 0.008
H 4.42121 1.03904 1.65041 0.54 -0.24 0.25 0.011
C 0.51250 -5.12642 3.26881 -0.87 -1.48 0.12 -0.064
C 0.68898 -5.63136 1.84799 0.73 0.77 -1.77 -0.377
C -0.63763 -5.99797 1.11251 -2.12 0.48 1.54 -0.198
O -0.66127 -6.69280 -0.12661 1.13 0.00 0.08 -0.188
C -1.86525 -7.35630 -0.46039 0.53 0.73 -0.29 -0.117
N 1.43390 -4.48584 1.23307 -0.95 -2.09 -0.83 0.059
H 0.51698 -5.97734 3.94999 -0.26 0.08 0.37 0.076
H -0.46844 -4.65170 3.29158 0.15 0.01 0.41 0.038
H 1.28962 -4.42226 3.56605 -0.07 -0.07 -0.36 0.088
H 1.26914 -6.53823 1.67739 0.60 -0.03 0.69 0.127
H -1.27264 -5.11226 1.09256 0.23 1.02 -0.87 0.113
H -1.34122 -6.52641 1.75579 0.46 -0.97 0.84 0.107
H -2.68016 -6.64006 -0.56546 -0.20 0.17 -0.04 0.060
H -2.20616 -8.12658 0.23138 0.34 -0.11 0.38 0.082
H -1.65625 -7.80084 -1.43343 -0.22 -0.11 0.03 0.086
H 0.78738 -3.71062 1.26716 0.15 0.45 0.22 0.011
H 1.44010 -4.72799 0.25255 0.68 0.32 -0.47 0.027
C 4.56544 -4.12665 -2.77816 -1.73 -1.74 -1.05 -0.031
C 3.00244 -4.13169 -2.75928 1.28 0.08 -1.98 -0.457
C 2.24573 -5.39709 -3.23539 1.18 0.59 0.78 -0.175
O 2.46077 -5.67525 -4.62371 0.23 0.96 2.52 -0.162
C 1.79957 -6.82918 -4.94370 -0.10 -1.17 -2.21 -0.178
N 2.54241 -3.67485 -1.50628 -0.68 -0.67 0.31 0.064
H 4.92931 -4.95215 -2.16641 0.18 0.54 0.76 0.077
H 4.95469 -3.12785 -2.58071 0.18 -0.32 0.10 0.070
H 4.80333 -4.51181 -3.76971 0.46 0.64 -0.37 0.063
H 2.68339 -3.43045 -3.53036 0.21 0.48 -0.63 0.118
H 1.18661 -5.22398 -3.04462 -0.34 0.02 -0.07 0.118
H 2.54172 -6.25646 -2.63375 0.07 -0.28 0.05 0.128
H 0.71322 -6.75948 -4.99925 -0.30 0.63 -0.34 0.083
H 1.89927 -7.75636 -4.37933 0.94 0.21 0.86 0.084
H 2.27718 -7.00026 -5.90843 -0.85 -0.77 -0.48 0.092
H 2.90469 -2.74233 -1.36751 -0.33 0.23 0.68 0.065
H 1.54436 -3.64746 -1.65874 -0.47 0.73 0.97 0.061
C 3.05044 5.63592 -6.47850 -0.06 0.60 -0.93 -0.080
C 3.49287 5.75475 -5.02595 -1.05 -0.52 -0.37 -0.394
C 2.20332 5.83855 -4.11492 1.56 0.52 -0.89 -0.196
O 2.64763 5.94952 -2.78233 -0.46 -1.25 1.19 -0.193
C 1.61465 5.60518 -1.84438 -0.33 0.84 -0.13 -0.100
N 4.37355 4.61587 -4.70949 -0.37 0.81 0.29 0.059
H 3.88220 5.79250 -7.16535 0.27 -0.14 0.12 0.075
H 2.32296 6.38260 -6.79685 -0.10 0.36 0.38 0.071
H 2.57949 4.70424 -6.79197 0.12 -0.38 0.56 0.058
H 4.08976 6.66121 -4.92525 -0.19 0.21 0.19 0.126
H 1.58695 4.97870 -4.37732 -0.05 -0.49 0.61 0.123
H 1.59813 6.72232 -4.31688 -0.02 0.26 -0.44 0.120
H 1.14353 4.63951 -2.02774 0.18 -0.10 -0.23 0.069
H 0.83745 6.36880 -1.87492 -0.40 0.03 -0.41 0.079
H 1.90723 5.66054 -0.79584 0.92 -0.22 -0.21 0.078
H 4.05959 3.78013 -5.18178 -0.12 0.05 0.04 0.027
H 4.19367 4.43343 -3.73252 0.39 -0.29 0.36 0.048
C -3.08371 1.88499 4.56676 0.32 -1.41 0.71 -0.052
C -1.67192 1.90040 3.91980 -1.20 1.20 -0.28 -0.404
C -0.55474 1.91461 4.94899 0.05 -1.17 0.74 -0.230
O -0.30822 3.08473 5.64455 0.61 3.44 -0.05 -0.168
C 0.43127 4.07004 4.84428 -0.71 -0.97 -1.00 -0.069
N -1.56796 0.81735 2.95248 -0.05 0.63 0.97 0.071
H -3.89986 1.89877 3.84439 0.16 0.86 -0.16 0.055
H -3.21017 2.51624 5.44631 0.03 0.79 -0.51 0.079
H -3.29561 0.92167 5.03068 0.46 -0.66 0.04 0.053
H -1.69930 2.86565 3.41419 0.50 0.14 -0.49 0.109
H 0.43096 1.56743 4.63922 -0.15 -0.52 -0.91 0.134
H -0.90336 1.22796 5.72040 0.25 -0.30 0.20 0.111
H 0.49271 5.10171 5.19065 -0.14 -0.49 1.10 0.084
H -0.02557 4.21306 3.86502 -0.60 -0.21 -0.16 0.061
H 1.41360 3.71232 4.53578 0.35 -0.24 0.70 0.069
H -1.49153 -0.01710 3.51635 -0.55 -0.89 0.04 0.044
H -0.63685 0.80364 2.56139 0.38 0.28 -0.80 0.035
C 6.99753 4.47754 1.02571 0.02 -0.26 0.70 -0.056
C 5.77862 4.38403 0.07425 0.78 -1.28 0.80 -0.436
C 4.38935 4.14438 0.72091 1.55 0.11 -0.69 -0.202
O 4.28710 2.89297 1.34156 -1.52 0.29 0.75 -0.199
C 2.88383 2.67194 1.68626 0.32 -0.35 -0.44 -0.048
N 5.70026 5.54831 -0.72675 -0.26 1.76 -1.07 0.035
H 6.73587 4.32061 2.07213 -0.22 -0.20 0.06 0.072
H 7.56565 5.40763 1.04232 -0.41 0.33 -0.50 0.066
H 7.72082 3.70265 0.77173 -0.02 -0.06 0.06 0.059
H 6.06357 3.53556 -0.54785 -0.66 -0.61 -0.09 0.122
H 3.68850 4.16148 -0.11373 -0.38 0.34 -0.06 0.099
H 4.22572 4.96642 1.41774 -0.38 0.17 0.12 0.134
H 2.26725 2.83276 0.80191 -0.03 0.02 -0.23 0.075
H 2.47705 3.31150 2.46959 0.50 0.40 0.16 0.075
H 2.70516 1.64105 1.99196 0.31 0.03 -0.03 0.081
H 4.90947 5.54586 -1.35503 -0.55 -0.11 0.07 0.050
H 6.46677 5.58724 -1.38330 0.45 0.08 0.21 0.081
```
Positions in Å, forces in eV/Å.


2.
Molecular formula: C19H29N2O5
Method: DFT, ωB97M-V/def2-TZVPD

- total charge = +1
- HOMO (eV) = -11.77
- E (Ha) = -1226.577379

Structure (XYZ):
```
55
Properties=species:S:1:pos:R:3:forces:R:3:lowdin_charge:R:1
C -0.81116 4.32778 3.94657 0.04 -0.91 0.23 -0.006
C -2.36295 4.32864 4.33497 -2.70 3.59 -1.26 -0.400
O -3.06735 5.33226 4.03449 2.98 -3.85 1.30 0.062
O -3.03775 3.26048 5.00595 1.25 0.78 -1.74 -0.084
C -3.13416 2.07995 4.15555 0.85 -1.02 0.44 -0.171
C -2.48363 0.84285 4.99038 0.24 0.05 -0.89 -0.141
C -1.79404 -0.18830 3.96344 -0.41 0.13 0.11 -0.221
C -2.59513 -1.57019 3.76711 0.36 0.37 -0.77 -0.191
C -2.06730 -2.27089 2.39377 -0.21 -0.73 1.30 -0.208
C -0.46484 -2.26784 2.27010 0.15 0.24 -0.89 -0.209
C 0.10616 -1.15316 1.22426 0.22 -1.12 0.29 -0.193
C -0.55209 -1.47150 -0.23565 0.72 1.06 0.53 -0.141
C 0.46543 -1.21093 -1.43969 2.37 0.70 -1.24 -0.057
C 0.09861 -1.64168 -2.85769 -0.49 -0.16 0.30 0.014
N 0.78779 -1.49674 -4.06193 -1.20 0.29 5.35 0.149
N 1.95638 -0.91959 -3.83867 1.74 1.20 0.40 -0.066
C 2.78040 -0.72602 -5.11593 1.32 -1.48 -1.52 -0.079
O 2.12461 -1.35786 -6.25301 0.11 2.58 1.27 -0.042
C 1.51910 -0.36642 -7.10097 0.27 2.61 -2.74 -0.377
C -0.09346 -0.37791 -7.17104 0.46 -0.46 0.16 0.004
O 2.20142 0.45200 -7.76612 -2.52 -3.62 3.31 0.091
C 2.53957 -0.47348 -2.65319 0.05 0.22 2.48 -0.074
C 4.02568 0.15283 -2.70582 -0.17 0.29 -0.66 -0.069
C 4.68124 0.39107 -1.27065 1.02 2.75 1.51 -0.206
O 5.24853 1.45670 -0.90617 -2.40 -4.32 -1.99 0.043
C 1.84978 -0.53895 -1.29262 -3.25 -2.21 -4.12 0.123
H -0.52011 5.24660 3.31211 -0.88 -1.44 1.28 0.103
H -0.56129 3.39097 3.32635 -0.40 1.29 0.99 0.073
H -0.16909 4.27216 4.90022 -1.04 0.14 -1.43 0.099
H -4.20889 1.83151 3.85125 1.35 0.70 0.64 0.139
H -2.55397 2.30959 3.19273 -0.73 -0.69 1.30 0.110
H -3.27252 0.30542 5.61710 1.01 0.85 -0.85 0.118
H -1.68321 1.25076 5.69964 -1.27 -0.40 -1.04 0.118
H -0.72425 -0.39051 4.31135 -1.48 0.18 -0.51 0.107
H -1.71809 0.35083 2.94193 -0.12 -0.95 1.51 0.093
H -2.45754 -2.25667 4.68409 -0.19 1.08 -1.49 0.124
H -3.72238 -1.35378 3.62323 1.80 -0.35 0.41 0.120
H -2.38692 -3.38355 2.40766 0.29 1.86 -0.13 0.117
H -2.61886 -1.75114 1.54068 1.01 -0.70 0.93 0.103
H -0.11010 -3.27904 1.84153 -0.57 1.49 0.70 0.115
H 0.04566 -2.14873 3.28642 -0.82 -0.12 -1.43 0.112
H 1.25218 -1.32121 1.22237 -1.80 0.34 -0.19 0.105
H -0.09330 -0.08458 1.57133 0.20 -1.50 -0.59 0.104
H -1.44400 -0.74589 -0.36015 1.34 -1.29 -0.09 0.141
H -0.94736 -2.54569 -0.19078 0.65 1.52 -0.57 0.131
H -0.91928 -2.17655 -2.96384 1.86 1.01 0.07 0.149
H 3.00995 0.37240 -5.31419 -0.42 -1.47 0.40 0.161
H 3.73667 -1.35150 -4.95238 -1.46 1.25 -0.26 0.163
H -0.44779 0.66648 -6.84283 0.57 -1.59 -0.73 0.103
H -0.56165 -1.16576 -6.48240 0.94 1.18 -0.97 0.074
H -0.43137 -0.61708 -8.24902 0.71 0.66 1.72 0.109
H 3.98136 1.15064 -3.29120 0.14 -1.50 1.09 0.152
H 4.76278 -0.52493 -3.28886 -1.29 0.91 0.97 0.141
H 4.58957 -0.47857 -0.50892 0.22 1.02 -1.21 0.144
H 2.25296 -0.16527 -0.30288 -0.42 -0.47 -1.67 0.120
```
Positions in Å, forces in eV/Å.


3.
Molecular formula: CH3FO2
Method: DFT, ωB97M-V/def2-TZVPD

- HOMO (eV) = -10.52
- E (Ha) = -290.168530

Structure (XYZ):
```
7
Properties=species:S:1:pos:R:3:forces:R:3:lowdin_charge:R:1
C 0.14558 0.04706 -0.48748 -1.75 -0.58 0.44 -0.268
O 0.57191 -1.07880 0.10174 -0.47 0.04 0.85 0.056
O 0.30683 1.23234 0.07102 -0.38 -0.97 2.72 0.067
F -1.89814 -0.11100 -0.27066 2.98 0.10 -0.31 -0.440
H 0.25693 0.03838 -1.63022 -0.46 -0.06 2.06 0.189
H 0.42442 -1.29066 1.09585 -0.13 1.29 -2.46 0.188
H 0.19247 1.16267 1.11973 0.21 0.18 -3.31 0.207
```
Positions in Å, forces in eV/Å.